1.
{"formula": "C11H11BO2", "method": "wB97M-V/def2-TZVPD", "elements": ["O", "O", "C", "C", "C", "C", "C", "C", "C", "C", "C", "C", "C", "B", "H", "H", "H", "H", "H", "H", "H", "H", "H", "H", "H"], "positions_angstrom": [[2.07040, 2.78958, -0.24595], [3.37949, 0.85583, 0.25534], [1.95067, -1.90941, -0.02123], [-3.24791, 1.40192, 0.06438], [-1.37626, -0.07895, 0.01265], [0.88111, 0.61008, 0.01071], [0.80112, -0.99033, -0.00456], [-1.10340, -2.56748, -0.06050], [-2.74120, 0.10491, 0.03400], [-0.59567, -1.32537, -0.01753], [-1.01491, 2.31439, 0.03189], [-0.49662, 1.02727, 0.01561], [-2.39145, 2.48960, 0.05676], [2.17167, 1.45223, 0.00613], [4.14159, 1.43570, 0.23156], [1.90175, -2.59915, 0.82350], [1.94517, -2.50686, -0.93549], [2.87516, -1.34602, 0.03455], [-4.31705, 1.55770, 0.09197], [-2.80225, 3.49000, 0.07296], [2.88817, 3.28472, -0.21868], [-0.47161, -3.43974, -0.09510], [-3.41402, -0.74165, 0.02972], [-0.34431, 3.15849, 0.02036], [-2.16505, -2.74858, -0.06678]], "mulliken_spin": [0.03, 0.03, 0.01, 0.19, 0.17, 0.47, 0.38, 0.51, -0.09, -0.03, 0.18, 0.00, -0.09, 0.13, 0.00, 0.03, 0.03, 0.00, 0.01, 0.00, 0.00, 0.01, 0.01, 0.01, 0.00], "gap_ev": [6.4, 6.8], "spin_multiplicity": 3, "s2": 2.07, "e_lumo_ha": [0.008, -0.059]}


2.
{"formula": "C5H14NO", "method": "wB97M-V/def2-TZVPD", "elements": ["O", "N", "C", "C", "C", "C", "C", "H", "H", "H", "H", "H", "H", "H", "H", "H", "H", "H", "H", "H", "H"], "positions_angstrom": [[-2.05812, -0.42548, -0.81697], [0.00835, -1.97115, -0.32295], [0.78827, 0.92859, -0.68248], [-0.01507, 2.02164, 0.08811], [-0.69679, 1.71003, 1.20089], [0.90315, -1.33992, 0.74157], [1.60564, -0.18050, 0.13625], [0.49354, -2.20206, -1.19076], [-0.19609, 2.96547, -0.43726], [-1.57658, 2.24821, 1.56214], [2.38319, -0.40967, -0.58252], [-0.17787, 1.00569, 1.87383], [-2.86327, -0.93781, -0.87962], [-1.89197, 0.51753, -0.73372], [1.57460, -2.14494, 1.10544], [-0.35769, -2.87532, 0.00254], [0.28468, 0.61732, -1.60103], [-0.76739, -1.25715, -0.63231], [0.25488, -1.11284, 1.63176], [1.67359, 1.42595, -1.07156], [2.05572, 0.40268, 0.92155]], "mulliken_charge": [-0.64, -0.26, -0.70, -0.48, -0.50, -0.52, -0.79, 0.37, 0.33, 0.30, 0.40, 0.17, 0.30, 0.33, 0.38, 0.38, 0.63, 0.29, 0.28, 0.38, 0.36], "relative_energy_kcal_mol": 52.5, "gap_ev": 9.9, "spin_multiplicity": 1, "total_charge": 1, "e_lumo_ha": -0.118}


3.
{"formula": "C14H16ClF9O6S", "method": "wB97M-V/def2-TZVPD", "elements": ["Cl", "S", "F", "F", "F", "F", "F", "F", "F", "F", "F", "O", "O", "O", "O", "O", "O", "C", "C", "C", "C", "C", "C", "C", "C", "C", "C", "C", "C", "C", "C", "H", "H", "H", "H", "H", "H", "H", "H", "H", "H", "H", "H", "H", "H", "H", "H"], "positions_angstrom": [[-0.37347, -4.90410, 1.20899], [0.81729, -1.76014, -0.84008], [4.28040, -0.36589, -4.30722], [1.76542, -1.08046, -3.96303], [2.15941, 0.51331, -0.90553], [3.14480, -1.85070, -2.46004], [2.35793, 2.26939, -3.03940], [0.49637, 0.36713, -2.30736], [4.41089, 0.49440, -2.31268], [4.18891, 2.34893, -4.20007], [2.41093, 1.42047, -5.03618], [0.30898, -2.59407, -1.88495], [1.81690, -2.18627, 0.09003], [-2.16781, 3.65948, 3.36380], [-3.80066, -0.49697, -0.98890], [-0.41185, 2.91493, 2.19532], [-1.63906, -0.93292, -0.75793], [-0.50432, 1.53226, 0.26743], [-0.18529, 0.18161, 0.93774], [-0.98660, 3.49351, 3.27294], [-1.40466, -3.55959, 0.61080], [-0.89885, -2.22380, 1.19885], [0.04269, 3.90061, 4.29063], [-2.84488, -0.53829, -0.29065], [-1.31065, 2.44957, 1.17211], [3.11758, 1.60769, -3.92153], [1.51876, -0.29484, -1.75889], [-0.58125, -1.10827, 0.18478], [2.48914, -0.76508, -2.88834], [-2.86793, -3.83406, 0.96190], [3.58873, 0.24970, -3.33739], [0.52649, 4.82390, 3.95965], [-3.07091, -4.90610, 0.92695], [-1.03758, 1.41122, -0.67745], [-1.29855, -3.55872, -0.47242], [-1.72098, 3.30206, 0.62571], [-3.52302, -3.34705, 0.23284], [-3.10745, -3.47627, 1.96669], [-1.65259, -1.81381, 1.88040], [0.00305, -2.38758, 1.79386], [0.88007, 0.11010, 1.17416], [-2.14402, 1.92731, 1.65545], [0.81422, 3.13632, 4.39185], [-0.69449, 0.13951, 1.90822], [-2.89114, -0.39799, 0.80285], [-0.45270, 4.08320, 5.24333], [0.43176, 2.04639, 0.03276]], "mulliken_charge": [-0.21, 1.48, -0.28, -0.28, -0.31, -0.28, -0.21, -0.30, -0.26, -0.25, -0.24, -0.69, -0.65, -0.54, -0.49, -0.31, -0.53, -0.60, -1.76, 0.73, 0.68, -1.58, -1.04, 0.27, -1.01, 0.63, 0.29, 0.79, 0.96, -1.37, 0.51, 0.26, 0.43, 0.68, 0.23, 0.53, 0.31, 0.32, 0.58, 0.59, 0.48, 0.33, 0.31, 0.78, 0.38, 0.34, 0.32], "gap_ev": 11.3, "spin_multiplicity": 1, "smiles": "CC(=O)OCCC[C@@](C[C@H](C)Cl)(OC=O)S(=O)(=O)C(F)(F)C(F)(F)C(F)(F)C(F)(F)F", "e_lumo_ha": 0.014}


4.
{"formula": "C19H18N2O", "method": "wB97M-V/def2-TZVPD", "elements": ["O", "N", "N", "C", "C", "C", "C", "C", "C", "C", "C", "C", "C", "C", "C", "C", "C", "C", "C", "C", "C", "C", "H", "H", "H", "H", "H", "H", "H", "H", "H", "H", "H", "H", "H", "H", "H", "H", "H", "H"], "positions_angstrom": [[-1.99384, 1.81690, 0.08822], [0.48973, 1.93267, 1.43044], [3.17059, 1.85240, -0.99911], [-5.93510, -0.10619, -1.47228], [3.94302, -1.42765, 0.48709], [-2.58479, -0.46438, -0.45061], [-4.78526, 0.44375, -1.13296], [3.27715, -0.20404, 0.26871], [2.13020, 2.19237, -0.30453], [4.90125, 0.29757, -1.48814], [5.04137, -1.76241, -0.25455], [-3.44698, -0.03929, -1.61663], [-1.04250, -1.28446, 1.71428], [-1.13067, 0.06529, 1.41903], [-1.91468, 0.47440, 0.33588], [2.14357, 0.19254, 1.00030], [3.76895, 0.66938, -0.73922], [-2.47572, -1.80856, -0.12485], [-0.38822, 1.10385, 2.22824], [1.54795, 1.40875, 0.73049], [5.52496, -0.89570, -1.24749], [-1.71402, -2.22209, 0.95088], [6.39545, -1.18133, -1.81998], [5.54791, -2.70107, -0.08046], [-2.95059, 0.75002, -2.19518], [-4.76919, 1.27744, -0.44138], [-6.87482, 0.25822, -1.09422], [3.56865, -2.09355, 1.25260], [-1.64021, -3.27146, 1.19101], [-2.99789, -2.53692, -0.72753], [0.00875, 2.67759, 0.94678], [-3.58985, -0.88935, -2.28485], [1.75884, -0.46900, 1.76114], [-0.44810, -1.60257, 2.55831], [-2.58055, 1.97087, -0.66136], [1.68543, 3.15081, -0.55147], [5.25417, 0.97990, -2.24584], [-5.98555, -0.94249, -2.15009], [0.19809, 0.61439, 3.01038], [-1.10749, 1.77339, 2.70893]], "mulliken_charge": [-0.68, -0.26, -0.65, -0.84, -0.69, 0.84, 0.38, 0.59, -0.46, -0.37, -0.54, -1.79, -0.33, 0.35, 0.95, -0.26, -0.12, -0.49, -1.47, 0.75, -0.42, -1.01, 0.37, 0.39, 0.40, 0.22, 0.27, 0.38, 0.38, 0.40, 0.29, 0.50, 0.27, 0.41, 0.32, 0.33, 0.45, 0.25, 0.44, 0.44], "relative_energy_kcal_mol": 1.9, "gap_ev": 8.2, "spin_multiplicity": 1, "smiles": "C=CCc1cccc(CNc2cnc3ccccc3c2)c1O", "e_lumo_ha": 0.020}


5.
{"formula": "C6H8O2", "method": "wB97M-V/def2-TZVPD", "elements": ["O", "O", "C", "C", "C", "C", "C", "C", "H", "H", "H", "H", "H", "H", "H", "H"], "positions_angstrom": [[1.50342, 0.89097, 2.31851], [0.42233, -1.03442, 2.89124], [-0.71305, 0.02384, -1.47985], [-0.03684, 0.43394, -0.28100], [-1.58295, 0.37477, -0.23871], [-0.43830, -0.33358, -2.74327], [0.78261, -0.54251, 0.56847], [0.81313, -0.25537, 2.01472], [0.62575, -0.27326, -3.14222], [-2.05933, 1.32749, -0.37196], [-1.25358, -0.51933, -3.47200], [1.77803, -0.42972, 0.25227], [-2.08202, -0.43173, 0.31395], [0.44858, -1.60690, 0.27305], [0.25249, 1.46020, -0.17373], [1.53972, 0.91562, 3.27053]], "mulliken_charge": [-0.44, -0.57, 0.04, -0.11, -0.56, -0.75, -0.47, 0.48, 0.23, 0.27, 0.26, 0.35, 0.26, 0.31, 0.38, 0.33], "relative_energy_kcal_mol": 46.9, "gap_ev": 10.6, "spin_multiplicity": 1, "smiles": "C=C1C[C@H]1CC(=O)O", "e_lumo_ha": 0.027}


6.
{"formula": "C22H61N3O12", "method": "wB97M-V/def2-TZVPD", "elements": ["O", "O", "O", "O", "O", "O", "O", "O", "O", "O", "O", "O", "N", "N", "N", "C", "C", "C", "C", "C", "C", "C", "C", "C", "C", "C", "C", "C", "C", "C", "C", "C", "C", "C", "C", "C", "C", "H", "H", "H", "H", "H", "H", "H", "H", "H", "H", "H", "H", "H", "H", "H", "H", "H", "H", "H", "H", "H", "H", "H", "H", "H", "H", "H", "H", "H", "H", "H", "H", "H", "H", "H", "H", "H", "H", "H", "H", "H", "H", "H", "H", "H", "H", "H", "H", "H", "H", "H", "H", "H", "H", "H", "H", "H", "H", "H", "H", "H"], "positions_angstrom": [[4.60610, -4.49012, -3.82919], [4.83850, -0.01674, -11.41607], [6.18153, 1.17107, -4.23773], [1.77239, -3.13240, -8.93477], [5.68690, -6.37392, -6.91830], [6.84616, 4.16960, -14.88418], [4.34040, -3.11605, -7.59963], [9.03530, -3.89113, -8.67951], [13.56258, -3.59163, -13.17092], [5.36671, -1.03881, -6.13594], [3.71971, -6.88429, -4.83305], [6.24543, -9.64649, -4.47230], [11.42592, -2.83355, -11.33820], [5.15109, 2.10662, -13.56757], [6.68341, -6.56848, -4.15735], [7.63819, -3.76660, -8.47504], [7.42169, -8.79003, -4.83364], [11.30073, -3.90155, -12.29789], [5.95471, -10.66860, -5.33715], [4.62979, -7.29801, -7.03915], [4.61198, -1.15021, -10.58038], [7.56193, -7.62656, -3.78256], [4.25381, 0.93083, -13.57674], [10.88924, -3.17686, -10.02808], [12.14786, -3.75737, -13.51152], [6.04531, -4.24344, -3.89375], [9.43127, -3.66419, -10.01070], [4.94233, 0.44357, -4.23914], [14.39106, -3.60500, -14.36311], [6.87516, -5.40988, -3.29285], [3.84170, -3.29455, -3.80947], [7.70115, 5.26907, -14.73082], [6.44230, 1.82383, -14.28693], [7.41812, 3.02204, -14.22883], [3.43999, -6.88668, -6.24522], [4.84926, -0.28273, -12.80666], [4.60482, 0.04869, -5.72063], [5.90168, -0.50124, -12.98765], [4.05121, 0.71680, -14.62614], [15.43644, -3.48073, -14.08053], [11.47134, -3.91564, -9.47720], [12.37490, -2.48814, -11.35350], [4.29565, -7.45510, -8.06471], [2.47190, -2.93895, -8.31067], [2.16207, -3.75777, -9.54575], [6.24950, -0.75444, -6.38377], [7.35672, -2.71447, -8.43158], [8.37365, -9.31968, -4.79685], [7.66763, 3.29839, -13.20439], [8.58348, -7.24955, -3.73373], [3.12422, -5.88102, -6.52277], [7.33258, -4.08201, -7.47743], [7.32770, -7.82413, -2.73652], [5.05209, -8.26030, -6.74971], [7.01451, 0.99891, -13.86245], [6.28045, 1.50990, -15.31812], [5.10736, -11.23014, -4.94372], [6.50906, -5.51182, -2.27125], [2.75766, -3.37503, -3.72896], [7.10454, -4.39602, -9.18718], [11.67386, -2.91058, -14.00788], [4.44994, -3.86464, -7.01325], [14.32329, -4.61885, -14.75759], [7.36886, 6.08432, -15.37352], [6.26908, -3.23035, -3.55958], [6.35021, -4.22763, -4.94012], [4.73547, -2.38239, -7.12858], [7.31109, -8.48622, -5.87458], [5.73895, -6.92442, -4.19481], [3.28030, 1.18890, -13.15986], [4.88409, -0.40004, -3.55137], [14.10155, -2.77081, -15.00218], [5.69744, -10.25466, -6.31212], [11.53865, -4.82826, -11.77568], [3.75471, -1.69992, -10.96897], [4.14906, 1.14502, -3.98068], [7.92424, -5.11430, -3.27984], [4.49766, -0.98328, -9.50932], [12.02443, -4.70584, -14.03428], [6.79767, -11.30005, -5.61785], [10.23962, -3.99051, -12.53073], [7.76433, 5.67142, -13.71977], [8.36074, 2.76603, -14.71259], [2.57537, -7.47625, -6.55011], [3.94910, -5.99276, -4.56072], [4.70459, 0.90301, -6.39018], [4.14584, -2.76326, -2.90763], [4.15841, -1.05409, -13.14700], [10.91525, -2.31983, -9.35508], [4.08743, -2.63395, -4.64093], [6.31778, 1.56917, -3.37486], [8.71608, 5.06878, -15.07418], [9.43520, -4.69397, -10.36796], [5.49074, 2.25969, -12.62879], [8.71154, -3.11874, -10.62107], [3.57592, -0.30315, -5.79597], [6.03537, -6.27547, -6.02921], [5.46797, -1.81892, -10.48974]], "mulliken_charge": [-0.53, -0.31, -0.54, -0.63, -0.41, -0.29, -0.47, -0.41, -0.33, -0.43, -0.59, -0.32, -0.35, -0.35, 0.02, -0.40, -0.55, -0.61, -0.74, 0.46, -0.49, -0.95, -0.85, -0.71, -0.54, 0.04, -0.46, -0.29, -0.70, -1.26, -0.64, -0.79, -0.49, -0.73, -0.39, -0.28, -0.70, 0.27, 0.41, 0.24, 0.32, 0.28, 0.41, 0.38, 0.29, 0.20, 0.29, 0.46, 0.35, 0.43, 0.13, -0.04, 0.45, -0.50, 0.26, 0.39, 0.24, 0.36, 0.39, 0.38, 0.33, 0.18, 0.29, 0.27, 0.61, -0.19, 0.29, 0.24, 0.25, 0.33, 0.18, 0.29, 0.19, 0.40, 0.37, 0.39, 0.52, 0.04, 0.36, 0.32, 0.28, 0.31, 0.39, 0.40, 0.49, 0.51, 0.38, 0.40, 0.40, -0.05, 0.30, 0.31, 0.25, 0.28, 0.42, 0.37, 0.32, 0.21], "relative_energy_kcal_mol": 34.5, "gap_ev": 8.9, "spin_multiplicity": 1, "smiles": "COCCNCCOC.COCCNCCOC.COCCNCCOC.OCCO.OCCO.O.O", "e_lumo_ha": 0.012}